16
Properties=species:S:1:pos:R:3 method="wB97M-V/def2-TZVPD" charge=0 gap_ev=9.881 smiles=NCCNCO molar_mass_g_mol=90.1 e_tot_ha=-305.03118
N -1.539 1.098 0.430
C -1.463 -0.374 0.427
C -0.443 -0.946 -0.555
N 0.944 -0.795 -0.143
C 1.534 0.486 -0.454
O 2.786 0.619 0.185
H -1.058 1.481 1.234
H -2.497 1.409 0.509
H -2.442 -0.764 0.157
H -1.252 -0.769 1.435
H -0.666 -2.013 -0.616
H -0.652 -0.503 -1.549
H 1.505 -1.539 -0.535
H 1.760 0.598 -1.524
H 0.844 1.265 -0.135
H 2.639 0.746 1.134

16
Properties=species:S:1:pos:R:3 method="wB97M-V/def2-TZVPD" charge=0 gap_ev=10.267 smiles="C/N=C/N.CO" molar_mass_g_mol=90.1 e_tot_ha=-305.02535
C 1.413 -1.772 -0.042
N 0.964 -0.436 -0.290
C 1.308 0.497 0.485
N 0.818 1.763 0.341
H 1.966 -2.120 -0.915
H 0.537 -2.415 0.077
H 2.050 -1.859 0.849
H 1.960 0.365 1.360
H 0.369 1.941 -0.545
H 1.366 2.518 0.716
C -2.282 0.264 -0.666
O -2.214 0.076 0.730
H -2.240 1.330 -0.924
H -3.239 -0.139 -0.994
H -1.471 -0.260 -1.183
H -1.305 0.249 1.002